(1)
DFT (ωB97M-V/def2-TZVPD) results for the molecule C4H8N2O in a non-equilibrium geometry.

XYZ file:
```
15
Properties=species:S:1:pos:R:3:forces:R:3:lowdin_charge:R:1
H -3.132 1.560 -0.369 1.609 -1.385 1.558 0.10
N -2.231 1.117 0.027 0.452 0.874 -1.408 0.07
C -2.215 -0.138 -0.001 -1.339 -1.046 -0.007 -0.31
O -1.328 -1.219 -0.049 -0.684 -0.331 -0.004 -0.13
N 0.113 -1.586 0.127 -1.002 2.907 -1.232 0.07
C 0.955 -0.526 -0.458 1.417 -0.759 -2.050 -0.32
C 0.959 1.010 -0.158 -0.300 -2.447 0.915 -0.09
C 2.028 0.070 0.357 2.329 0.070 2.038 -0.17
H -3.163 -0.711 0.021 0.337 0.074 -0.456 0.12
H 0.093 -1.652 1.130 0.800 0.370 0.529 0.10
H 1.429 -0.818 -1.499 -1.795 0.485 1.928 0.17
H 0.180 1.436 0.450 -0.057 -0.282 0.424 0.07
H 1.145 1.608 -1.000 0.559 0.558 -0.999 0.08
H 3.118 0.168 -0.024 -2.104 -0.296 0.435 0.12
H 2.047 -0.317 1.447 -0.221 1.208 -1.672 0.12
```
Forces are in eV/Å.

The HOMO energy comes out at -9.535 eV. The value obtained for the HOMO-LUMO gap is 10.5 eV. Its SMILES is [H]/N=C/ONC1CC1. Its energy above the lowest of the compared OMol25 structures with the same formula, charge and spin is 139.1 kcal per mole. The value obtained for the LUMO energy is 1.0 eV.

=====

(2)
DFT (ωB97M-V/def2-TZVPD) results for a structure of composition C7H20Be2O11Ti in a non-equilibrium geometry.

XYZ file:
```
41
Properties=species:S:1:pos:R:3:forces:R:3:lowdin_charge:R:1
Ti 1.472 0.207 -1.806 0.086 -1.146 -0.067 1.33
Be -0.711 -2.972 -1.200 2.734 0.753 1.709 1.10
Be 1.666 -1.196 1.760 0.331 0.138 -2.425 1.06
C -0.587 -0.157 0.054 3.105 -3.381 -2.214 -0.92
O 0.384 0.565 0.327 1.839 3.635 -0.068 -0.09
O -0.914 -0.462 -1.115 -1.682 1.338 -4.253 -0.03
O -0.679 -1.183 0.739 -2.375 -3.710 6.002 -0.03
C 2.151 -2.294 -1.000 -2.190 1.961 1.829 -1.03
O 1.585 -2.272 -2.094 -1.245 1.256 -5.253 -0.06
O 2.843 -1.370 -0.515 2.359 3.898 -0.323 -0.08
O 1.552 -2.938 -0.147 -3.368 -4.455 4.863 -0.02
C -3.826 -0.797 2.087 -0.309 -0.480 1.226 -0.01
O -2.635 -1.150 2.734 -0.820 0.026 0.305 0.13
H -4.622 -0.851 2.830 0.029 0.353 -0.249 0.12
H -3.675 0.190 1.650 -0.224 0.439 -0.222 0.14
H -4.012 -1.501 1.276 -0.009 -0.114 -0.415 0.13
H -1.973 -1.154 2.039 1.600 -0.306 -0.921 0.04
C -0.050 2.067 -4.557 -0.319 1.920 -0.828 -0.09
O 0.146 1.080 -3.577 0.521 -1.296 2.138 -0.18
H 0.703 2.846 -4.444 0.516 -0.495 -0.556 0.10
H -0.156 1.614 -5.543 0.429 0.201 0.050 0.11
H -0.942 2.660 -4.354 -0.395 -0.413 0.090 0.10
H -0.721 0.870 -3.222 -0.262 -0.364 0.114 0.08
C -1.611 -4.492 1.934 -0.190 -1.622 0.345 -0.11
O -0.996 -4.781 0.696 0.559 1.509 -1.936 -0.15
H -2.694 -4.564 1.832 -0.115 0.642 0.138 0.09
H -1.339 -5.351 2.549 0.013 0.428 0.725 0.10
H -1.213 -3.564 2.345 -0.201 -0.114 -0.128 0.08
H -1.005 -5.719 0.494 -0.087 -0.135 0.044 0.11
C 0.499 4.188 -0.448 0.512 0.344 0.037 -0.14
O 0.240 3.391 0.715 0.086 0.491 -0.760 -0.11
H 1.460 3.969 -0.914 0.391 -0.406 0.048 0.07
H -0.231 4.127 -1.255 -0.493 -0.158 0.268 0.07
H 0.608 5.237 -0.172 -0.358 -0.132 0.295 0.09
H 0.168 2.479 0.425 -0.142 -0.042 0.132 0.00
C 3.446 2.452 1.739 0.536 -0.147 1.266 -0.08
O 2.714 1.205 1.656 -0.463 -0.377 -0.539 -0.18
H 4.063 2.624 0.857 -0.147 -0.045 -0.009 0.09
H 2.802 3.296 1.987 -0.302 -0.141 -0.455 0.09
H 4.083 2.347 2.617 0.239 -0.066 -0.261 0.09
H 2.005 1.351 1.026 -0.185 0.212 0.258 -0.01
```
Forces are in eV/Å.

The charge is +2. The HOMO energy (alpha / beta) comes out at -13.968 / -15.601 eV. As for the spin multiplicity: 5. The value obtained for the HOMO-LUMO gap (alpha / beta) is 3.9 / 3.8 eV. The value obtained for the LUMO energy (alpha / beta) is -10.0 / -11.8 eV. Its expectation value of S² is 6.099.

=====

(3)
DFT (ωB97M-V/def2-TZVPD) results for the ion C4H2NO3 with charge -1 in a non-equilibrium geometry.

XYZ file:
```
10
Properties=species:S:1:pos:R:3:forces:R:3:lowdin_charge:R:1
O -1.504 2.153 1.253 0.332 -0.176 -0.419 0.00
C -1.059 1.031 1.404 -1.415 -3.638 6.354 -0.53
O -1.200 0.185 2.606 0.823 3.606 -5.592 -0.27
C -0.269 0.331 0.352 0.497 0.791 -0.400 -0.30
N 0.621 0.887 -0.424 -0.450 0.450 0.476 0.13
C 1.082 -0.119 -1.216 -0.059 -0.803 -0.102 -0.16
C 0.439 -1.267 -0.882 0.468 0.298 -0.454 -0.13
O -0.423 -0.980 0.117 -0.228 -0.276 0.213 0.07
H 1.832 0.053 -1.966 0.109 -0.092 -0.100 0.09
H 0.481 -2.274 -1.244 -0.074 -0.160 0.024 0.10
```
Forces are in eV/Å.

The charge is -1. The HOMO energy comes out at -3.910 eV. The value obtained for the HOMO-LUMO gap is 7.6 eV. Its SMILES is O=C([O-])c1ncco1. Its energy above the lowest of the compared OMol25 structures with the same formula, charge and spin is 25.4 kcal per mole. The value obtained for the LUMO energy is 3.7 eV.

=====

(4)
DFT (ωB97M-V/def2-TZVPD) results for a structure of composition H3OPS in a non-equilibrium geometry.

XYZ file:
```
6
Properties=species:S:1:pos:R:3:forces:R:3:lowdin_charge:R:1
O 0.948 -0.654 0.322 0.494 2.505 -1.230 -0.94
P 0.596 1.328 -0.706 1.279 -1.813 3.250 0.87
S -0.304 -1.558 0.689 -0.231 -0.594 -0.951 0.63
H -0.626 0.987 -0.173 -0.930 0.487 0.304 -0.18
H 0.199 0.849 -1.879 -0.456 -1.054 -2.118 -0.21
H -0.813 -0.952 1.747 -0.156 0.468 0.745 -0.17
```
Forces are in eV/Å.

The HOMO energy (alpha / beta) comes out at -8.321 / -8.320 eV. The value obtained for the HOMO-LUMO gap (alpha / beta) is 6.9 / 6.9 eV. Its energy above the lowest of the compared OMol25 structures with the same formula, charge and spin is 77.6 kcal per mole. The value obtained for the LUMO energy (alpha / beta) is -1.4 / -1.4 eV.